--- w ---
CH3F2N | the ωB97M-V functional and the def2-TZVPD basis

* HOMO-LUMO gap: 0.3356 Eh

XYZ file:
```
7
Properties=species:S:1:pos:R:3:mulliken_charge:R:1
C -0.113 0.483 -0.390 -0.266
N -0.131 0.174 0.943 -0.176
F -1.185 0.734 -1.213 -0.195
F -0.830 -1.120 1.137 -0.175
H 0.577 -1.149 -1.097 0.096
H 0.870 0.887 -0.656 0.390
H 0.811 -0.009 1.276 0.326
```

=====

--- x ---
CH3F2N | the ωB97M-V functional and the def2-TZVPD basis

* SMILES: C=NF.F
* HOMO-LUMO gap: 0.4497 Eh

XYZ file:
```
7
Properties=species:S:1:pos:R:3:mulliken_charge:R:1
C -0.471 -0.551 0.092 -0.202
N -0.751 0.658 0.027 -0.179
F -2.051 1.045 0.126 -0.159
H 0.595 -0.932 -0.117 0.261
H -1.194 -1.429 0.344 0.255
F 1.489 2.017 -0.354 -0.420
H 0.616 2.249 -0.602 0.444
```

=====

Most stable = x

=====

--- w ---
CH5PS | the ωB97M-V functional and the def2-TZVPD basis

* SMILES: CPS
* HOMO-LUMO gap: 0.3499 Eh

XYZ file:
```
8
Properties=species:S:1:pos:R:3:mulliken_charge:R:1
C 0.787 0.447 -0.259 -0.752
P -1.156 0.262 -0.185 0.033
S -1.423 -1.698 0.734 -0.255
H 1.033 1.104 -1.214 0.248
H 1.384 -0.481 -0.214 0.303
H 0.847 0.987 0.699 0.240
H -1.479 0.917 1.129 0.054
H -1.229 -2.204 -0.409 0.130
```

=====

--- x ---
CH5PS | the ωB97M-V functional and the def2-TZVPD basis

* HOMO-LUMO gap (spin up / spin down): 0.2591 / 0.2938 Eh

XYZ file:
```
8
Properties=species:S:1:pos:R:3:mulliken_charge:R:1
C -1.410 0.708 -0.128 -0.937
P 1.121 -0.526 0.204 0.078
S 2.753 0.448 -0.369 -0.321
H -2.058 0.085 0.464 0.324
H -1.253 1.749 0.251 0.290
H -1.163 0.427 -1.190 0.363
H 0.667 -1.507 -0.652 0.089
H 1.343 -1.383 1.421 0.113
```

=====

Most stable = w

=====

--- w ---
C2H7N4S | the ωB97M-V functional and the def2-TZVPD basis

* HOMO-LUMO gap (spin up / spin down): 0.2381 / 0.2626 Eh
* charge: +1
* spin multiplicity: 3
* expectation value of S²: 2.01

XYZ file:
```
14
Properties=species:S:1:pos:R:3:mulliken_charge:R:1
C -1.009 1.042 0.697 0.751
C 0.316 -0.733 -0.759 -0.007
N 1.060 -1.317 0.036 -0.173
N -0.554 0.371 -0.366 -0.340
N -2.016 1.909 0.463 -0.392
N 2.111 -2.021 -0.329 -0.393
S -0.184 1.076 2.193 -0.232
H 0.537 0.033 1.580 0.212
H 0.369 -0.623 -1.821 0.358
H -0.863 0.755 -1.293 0.221
H -2.385 1.974 -0.432 0.185
H -2.140 2.564 1.236 0.219
H 2.365 -2.136 -1.342 0.295
H 2.394 -2.894 0.137 0.296
```

=====

--- x ---
C2H7N4S | the ωB97M-V functional and the def2-TZVPD basis

* HOMO-LUMO gap (spin up / spin down): 0.2939 / 0.2616 Eh
* charge: +1
* spin multiplicity: 3
* expectation value of S²: 2.01

XYZ file:
```
14
Properties=species:S:1:pos:R:3:mulliken_charge:R:1
C -1.340 0.427 0.170 0.661
C 0.839 -0.476 0.488 -0.432
N 1.327 0.924 0.589 -0.149
N -0.584 -0.661 0.470 -0.176
N -2.673 0.391 -0.131 -0.373
N 2.149 1.240 -0.359 -0.208
S -0.500 1.886 0.094 -0.119
H 1.136 -0.979 -0.436 0.378
H 1.272 -1.037 1.460 0.292
H -1.142 -1.471 0.689 0.229
H -3.250 -0.384 -0.157 0.203
H -3.010 1.266 -0.478 0.191
H 2.177 0.634 -1.190 0.258
H 2.703 2.087 -0.260 0.245
```

=====

Most stable = x

=====

--- w ---
C7H13N3O4 | the ωB97M-V functional and the def2-TZVPD basis

* SMILES: C[C@H](NC(=O)[C@@H](N)CC(N)=O)C(=O)O
* HOMO-LUMO gap: 0.3681 Eh

XYZ file:
```
27
Properties=species:S:1:pos:R:3:mulliken_charge:R:1
C 2.460 1.828 0.796 -1.380
C 2.326 0.921 -0.413 0.214
N 0.968 0.488 -0.624 -0.071
C 0.292 -0.434 0.179 0.347
O 0.823 -1.003 1.121 -0.650
C -1.155 -0.741 -0.222 0.113
N -1.631 -1.981 0.401 -0.722
C -1.947 0.455 0.309 -0.700
C -3.394 0.480 -0.147 0.320
N -4.033 -0.701 -0.156 -0.329
O -3.943 1.511 -0.568 -0.670
C 3.280 -0.280 -0.320 0.426
O 4.275 -0.337 0.375 -0.593
O 3.064 -1.187 -1.310 -0.437
H 1.913 1.380 1.628 0.329
H 2.012 2.821 0.576 0.334
H 3.492 1.971 1.066 0.395
H 2.646 1.459 -1.338 0.393
H 0.525 0.781 -1.489 0.292
H -1.215 -0.694 -1.320 0.313
H -1.430 -1.799 1.398 0.287
H -1.021 -2.767 0.136 0.306
H -1.512 1.432 0.053 0.278
H -1.986 0.401 1.383 0.382
H -5.010 -0.666 -0.477 0.231
H -3.575 -1.524 0.234 0.254
H 3.776 -1.816 -1.267 0.337
```

=====

--- x ---
C7H13N3O4 | the ωB97M-V functional and the def2-TZVPD basis

* SMILES: NCC(=O)N[C@@H](CCC(N)=O)C(=O)O
* HOMO-LUMO gap: 0.3624 Eh

XYZ file:
```
27
Properties=species:S:1:pos:R:3:mulliken_charge:R:1
N -2.760 -1.602 -1.274 -0.598
C -3.378 -0.961 -0.048 -0.415
C -2.367 -0.065 0.671 0.421
O -2.589 0.611 1.646 -0.667
N -1.134 -0.133 0.097 -0.168
C -0.080 0.707 0.690 -0.152
C 1.198 0.002 1.061 -0.944
C 1.798 -0.756 -0.109 -0.495
C 3.349 -0.778 0.012 0.079
N 3.808 0.442 -0.196 -0.249
O 4.005 -1.753 0.320 -0.648
C 0.221 1.883 -0.203 0.459
O 1.326 2.297 -0.504 -0.649
O -0.891 2.503 -0.552 -0.429
H -3.205 -1.348 -2.156 0.202
H -2.853 -2.628 -1.177 0.207
H -4.146 -0.303 -0.325 0.304
H -3.751 -1.755 0.636 0.291
H -1.080 -0.574 -0.807 0.472
H -0.583 1.083 1.564 0.508
H 0.996 -0.764 1.845 0.422
H 1.899 0.736 1.515 0.439
H 1.532 -0.295 -1.087 0.393
H 1.292 -1.734 -0.059 0.385
H 3.157 1.179 -0.433 0.204
H 4.808 0.627 -0.200 0.228
H -0.572 3.381 -0.930 0.398
```

=====

Most stable = w